(1)
25
Properties=species:S:1:pos:R:3:forces:R:3:mulliken_charge:R:1 method="wB97M-V/def2-TZVPD" molar_mass_g_mol=121.20 orbital_gap_ev=9.8013 total_charge=+1 de_lowest_kj_mol=184.0
N -1.104 -0.160 -1.906 0.191 -2.788 0.283 -0.307
C -1.258 0.396 -0.536 0.246 2.776 0.603 0.254
C -0.923 1.932 -0.562 0.825 -0.524 0.770 -1.208
C -0.317 -0.346 0.450 0.520 0.822 1.564 -0.728
N 0.513 -1.330 -0.192 -0.965 -1.511 0.739 0.053
C 1.964 -1.058 -0.185 -0.785 1.443 -0.480 -0.949
C 0.236 -2.698 0.347 0.869 0.097 -0.022 -1.331
H -0.929 -1.174 -1.640 0.040 0.580 -0.750 0.320
H -1.859 -0.103 -2.587 -0.325 0.354 0.419 0.347
H -0.237 0.040 -2.402 0.157 0.646 0.343 0.343
H -2.279 0.309 -0.192 -0.391 -0.462 -0.526 0.342
H -1.629 2.538 -0.011 -0.474 -0.081 -0.040 0.291
H 0.011 2.074 0.011 -0.284 0.108 -0.611 0.277
H -0.806 2.369 -1.550 -0.112 -0.151 -0.177 0.348
H 0.254 0.437 0.992 0.239 -0.237 -0.832 0.317
H -0.801 -0.736 1.372 -0.594 -0.327 -1.026 0.432
H 2.198 -0.665 -1.171 0.559 -0.298 -0.232 0.305
H 2.171 -0.199 0.474 0.175 -0.661 0.217 0.293
H 2.543 -1.941 0.045 0.132 -0.030 0.071 0.334
H 0.738 -3.384 -0.338 -0.152 -0.234 0.292 0.415
H -0.806 -3.007 0.475 -0.089 0.577 -0.568 0.400
H 0.658 -2.800 1.354 0.208 -0.054 -0.090 0.447
H -0.056 2.672 2.824 0.345 0.154 -0.197 0.314
H 1.473 2.658 2.745 -0.025 0.102 -0.012 0.311
O 0.684 2.770 2.202 -0.308 -0.302 0.262 -0.621

---

(2)
13
Properties=species:S:1:pos:R:3:forces:R:3:mulliken_charge:R:1 method="wB97M-V/def2-TZVPD" molar_mass_g_mol=136.23 orbital_gap_ev=7.7651 total_charge=+1 de_lowest_kj_mol=435.2
C -2.368 0.364 0.481 -2.424 -1.754 -2.314 -0.313
C -1.009 -2.740 -0.663 -0.769 -0.007 0.217 -0.233
N -1.364 -0.597 0.252 1.560 1.450 1.951 -0.442
N -1.368 -1.794 -0.131 -0.243 1.644 -0.398 0.300
N 0.813 0.731 0.014 0.122 -1.766 1.100 -0.594
S -4.092 -0.010 0.114 -0.251 -0.588 0.263 -0.098
S -2.945 1.309 -0.935 0.275 0.604 -0.737 -0.081
H -2.354 0.985 1.306 0.987 0.703 1.971 0.546
H 1.167 0.729 0.968 0.671 1.108 -0.056 0.379
H 1.005 1.533 -0.575 -0.263 0.287 0.420 0.295
H -0.235 0.197 0.302 -0.261 -0.210 -1.511 0.421
H 1.277 -0.085 -0.381 0.210 0.151 -0.449 0.340
H -0.887 -3.715 -0.974 0.387 -1.622 -0.458 0.482

---

(3)
10
Properties=species:S:1:pos:R:3:forces:R:3:mulliken_charge:R:1 method="wB97M-V/def2-TZVPD" molar_mass_g_mol=84.08 orbital_gap_ev=11.7517 total_charge=0 de_lowest_kj_mol=127.9 smiles=Cn1ncnn1
C 0.959 -1.235 0.310 0.058 -0.088 -0.006 -0.653
N 0.135 -0.089 -0.014 -0.024 -0.062 -0.062 0.891
N 0.308 1.110 0.509 -0.218 -0.023 -0.148 -0.745
C -0.669 1.784 -0.077 -0.072 0.158 0.021 0.011
N -1.395 1.023 -0.917 0.076 -0.011 0.075 -0.356
N -0.868 -0.167 -0.864 0.138 0.072 0.125 -0.422
H 2.007 -0.935 0.289 -0.136 -0.044 -0.009 0.268
H 0.759 -1.988 -0.451 0.065 0.046 0.130 0.295
H 0.705 -1.621 1.300 0.013 0.086 -0.141 0.281
H -0.871 2.831 0.095 0.099 -0.135 0.014 0.429

---

(4)
46
Properties=species:S:1:pos:R:3:forces:R:3:mulliken_charge:R:1 method="wB97M-V/def2-TZVPD" molar_mass_g_mol=774.25 orbital_gap_ev=6.3542 total_charge=-1 de_lowest_kj_mol=0.0
Pd -0.941 -0.194 -0.633 -0.005 -0.078 -0.068 -0.233
N -3.159 2.275 0.897 -0.110 -0.278 -0.192 -0.167
C -3.930 0.997 1.181 0.053 -0.008 0.150 0.694
C -5.183 1.338 1.968 -0.022 0.032 -0.064 -1.766
P -2.683 0.076 2.240 -0.135 -0.210 -0.154 0.708
O -3.593 -0.988 3.030 -0.032 0.095 0.079 -0.600
O -2.211 1.156 3.148 0.014 -0.004 0.061 -0.875
O -1.770 -0.698 1.338 0.140 0.118 0.029 -0.513
P -4.198 0.180 -0.438 0.000 -0.030 -0.075 0.952
O -5.308 1.178 -1.114 -0.053 0.020 0.092 -0.590
O -2.925 0.536 -1.191 -0.006 -0.154 -0.104 -0.782
O -4.732 -1.182 -0.251 0.162 0.278 0.100 -0.824
H -3.772 3.018 0.569 0.003 0.034 0.083 0.343
H -2.498 2.034 0.138 0.053 0.112 0.046 0.192
H -2.650 2.495 1.772 0.041 0.042 0.007 0.407
H -4.925 1.773 2.936 -0.001 0.000 0.007 0.454
H -5.753 0.429 2.144 0.003 -0.011 -0.009 0.361
H -5.814 2.031 1.404 -0.012 -0.009 0.013 0.450
H -3.714 -1.768 2.472 0.000 -0.007 -0.059 0.349
H -4.984 1.445 -1.982 0.029 -0.001 0.000 0.305
I 0.618 2.413 0.513 -0.056 -0.018 -0.047 0.089
C 2.147 0.976 0.618 0.024 0.017 0.038 0.165
C 3.321 1.491 1.093 -0.026 0.021 0.001 -0.598
C 4.457 0.674 1.238 0.015 -0.033 -0.001 -0.713
C 4.372 -0.645 0.920 -0.009 0.032 -0.003 -0.897
C 3.163 -1.204 0.440 0.018 0.012 -0.002 1.107
C 3.121 -2.589 0.158 -0.025 -0.021 -0.017 -0.856
C 1.967 -3.164 -0.280 0.023 0.010 0.012 -0.862
C 0.827 -2.370 -0.493 -0.006 0.024 0.000 0.068
C 0.811 -1.012 -0.264 -0.042 0.058 0.093 -0.685
C 1.997 -0.395 0.251 -0.036 -0.086 0.017 1.513
H 3.379 2.537 1.362 0.001 0.001 -0.004 0.369
H 5.380 1.102 1.609 0.002 0.001 -0.001 0.384
H 5.228 -1.300 1.032 0.001 -0.002 0.002 0.333
H 4.022 -3.173 0.309 0.002 -0.003 0.001 0.344
H 1.926 -4.228 -0.485 -0.002 -0.001 0.002 0.346
H -0.067 -2.845 -0.879 0.003 0.006 -0.003 0.455
Te -0.198 0.163 -3.048 -0.029 0.035 -0.018 -0.020
C 1.900 0.034 -3.015 -0.007 0.010 -0.002 -0.172
C 2.684 -1.077 -3.143 -0.002 -0.028 0.019 -0.319
C 4.074 -0.808 -3.012 0.008 0.028 -0.011 -0.522
C 4.331 0.513 -2.795 -0.004 -0.006 -0.003 -0.450
S 2.880 1.419 -2.747 0.010 -0.003 -0.020 -0.177
H 2.268 -2.063 -3.290 0.004 0.005 -0.004 0.440
H 4.844 -1.565 -3.064 0.004 -0.006 -0.002 0.376
H 5.290 0.987 -2.657 0.005 0.004 0.009 0.415

---

(5)
110
Properties=species:S:1:pos:R:3:forces:R:3:mulliken_charge:R:1 method="wB97M-V/def2-TZVPD" molar_mass_g_mol=805.95 orbital_gap_ev=6.3057 total_charge=-1
C 3.480 0.340 2.012 -0.215 -0.497 -0.038 -0.840
C 2.998 0.118 0.501 0.198 1.142 0.885 -0.171
C 1.555 0.756 0.328 0.323 0.007 0.636 -0.377
C 0.381 -0.285 0.233 0.243 0.089 0.679 -0.935
N 0.388 -1.136 -0.980 0.211 1.187 -0.436 -0.264
C 0.641 -0.429 -2.180 0.471 0.505 -1.475 -0.023
C -0.057 0.833 -2.516 1.396 -0.708 -1.840 0.179
F -1.008 1.404 -1.703 1.170 -0.951 -0.633 -0.392
C 0.259 1.523 -3.752 0.768 -0.546 -0.231 0.561
C 1.244 0.974 -4.724 -0.567 -0.380 1.428 1.077
C 1.935 -0.282 -4.423 -2.696 0.869 0.677 -0.117
P 3.152 -1.066 -5.598 2.458 -0.345 2.216 0.610
N 4.578 -1.136 -4.869 -1.047 0.674 -0.321 -0.815
C 1.624 -0.969 -3.139 -0.141 1.663 -1.064 0.681
C 2.376 -2.326 -2.876 1.682 -2.187 1.615 -0.670
O 1.892 -3.331 -3.441 -0.733 1.226 -0.556 -0.693
O 3.392 -2.419 -2.097 -2.129 1.941 -0.875 -0.655
C 1.459 1.807 -6.031 -0.272 0.498 1.352 -0.054
O 1.630 1.322 -7.126 0.054 0.242 0.582 -0.591
C 1.399 3.361 -5.813 -0.704 -0.023 1.030 -0.484
C 0.515 3.864 -4.910 0.117 -1.002 -0.093 -0.304
C -0.422 2.884 -4.119 1.246 -0.639 0.038 -0.102
O -1.554 3.166 -3.807 0.596 0.161 -0.196 -0.553
H 4.136 -0.498 2.376 -0.501 0.835 -0.408 0.333
H 2.589 0.381 2.700 0.831 -0.093 -0.581 0.044
H 4.039 1.307 2.136 -0.554 -0.896 -0.180 0.271
H 3.066 -0.960 0.199 -0.080 1.082 0.044 0.309
H 3.698 0.756 -0.113 -0.610 -1.148 0.279 0.058
H 1.361 1.367 1.262 0.055 -0.505 -1.010 0.405
H 1.604 1.493 -0.512 -0.466 -0.760 0.496 0.169
H -0.609 0.236 0.327 0.922 -0.468 -0.118 0.172
H 0.483 -0.985 1.111 -0.177 0.666 -0.820 0.425
H 0.975 -1.964 -0.884 -0.029 0.403 -0.215 0.498
H 3.317 -0.321 -6.802 -0.949 -0.497 0.191 -0.014
H 2.762 -2.421 -5.873 -0.605 0.913 -0.406 0.086
H 4.482 -0.714 -3.938 0.304 -0.459 -0.263 0.300
H 2.079 4.066 -6.340 -0.544 -0.954 0.069 0.457
H 0.435 4.952 -4.673 -0.084 -1.041 -0.355 0.386
C 0.271 0.852 5.150 -0.004 -0.002 0.004 -0.376
C 0.763 1.678 6.153 -0.018 0.016 -0.009 -0.572
C 0.243 2.955 6.321 -0.039 -0.020 -0.029 -0.335
C -0.778 3.404 5.490 0.025 -0.038 0.017 -0.362
C -1.273 2.576 4.489 0.008 0.000 0.016 -0.562
C -0.746 1.302 4.316 -0.006 0.012 0.004 -0.278
H 0.679 -0.143 5.017 -0.020 0.043 -0.008 0.471
H 1.555 1.326 6.805 -0.025 0.020 -0.045 0.364
H 0.631 3.602 7.099 -0.019 -0.029 -0.028 0.359
H -1.187 4.398 5.624 0.020 -0.042 -0.013 0.355
H -2.070 2.925 3.842 0.054 -0.014 0.015 0.387
H -1.128 0.659 3.532 0.028 0.017 0.027 0.542
C -2.795 -1.610 5.304 0.080 -0.004 -0.029 -0.696
C -3.495 -1.618 4.104 0.013 -0.015 0.001 -0.413
C -3.815 -2.825 3.494 -0.008 -0.013 0.045 -0.608
C -3.443 -4.024 4.089 -0.007 0.023 -0.001 -0.301
C -2.746 -4.016 5.292 0.002 0.007 -0.004 -0.449
C -2.418 -2.809 5.897 -0.002 -0.004 -0.054 -0.351
H -2.543 -0.668 5.779 0.005 -0.033 -0.037 0.676
H -3.792 -0.682 3.643 0.031 -0.039 0.016 0.470
H -4.355 -2.831 2.554 0.030 0.002 0.039 0.394
H -3.696 -4.966 3.616 0.012 0.034 0.026 0.437
H -2.457 -4.952 5.757 -0.013 0.040 -0.026 0.409
H -1.869 -2.803 6.832 -0.020 0.005 -0.033 0.417
C -1.793 -7.649 3.140 -0.019 -0.025 0.020 -0.248
C -2.492 -7.657 1.940 -0.013 0.001 0.013 -0.402
C -2.812 -8.864 1.330 -0.003 -0.020 0.048 -0.398
C -2.440 -10.063 1.926 0.002 0.045 0.014 -0.358
C -1.743 -10.055 3.128 -0.004 0.011 -0.007 -0.340
C -1.416 -8.848 3.734 -0.042 0.002 -0.028 -0.431
H -1.540 -6.707 3.614 0.008 -0.030 -0.044 0.383
H -2.788 -6.722 1.479 0.049 -0.043 0.003 0.395
H -3.352 -8.870 0.390 0.028 0.007 0.040 0.355
H -2.693 -11.005 1.452 0.020 0.041 0.017 0.345
H -1.454 -10.990 3.593 -0.003 0.046 -0.028 0.348
H -0.867 -8.841 4.668 -0.020 0.001 -0.039 0.353
C -5.385 -1.371 7.719 -0.023 -0.010 -0.029 0.212
C -4.939 -1.502 9.028 -0.044 0.027 0.005 -0.476
C -5.777 -1.166 10.085 -0.017 -0.004 -0.031 -0.360
C -7.065 -0.709 9.832 0.029 -0.011 -0.017 -0.442
C -7.512 -0.581 8.523 0.017 0.003 -0.004 -0.320
C -6.671 -0.908 7.466 0.003 -0.005 0.081 -0.563
H -4.730 -1.630 6.895 -0.100 0.007 0.090 0.170
H -3.937 -1.866 9.225 -0.040 0.022 -0.020 0.362
H -5.427 -1.262 11.106 -0.019 -0.004 -0.040 0.355
H -7.720 -0.451 10.657 0.028 -0.007 -0.037 0.347
H -8.517 -0.226 8.325 0.050 -0.011 0.012 0.360
H -7.017 -0.804 6.444 0.023 -0.016 0.037 0.371
C 2.920 3.228 -10.810 -0.098 0.056 -0.063 -0.595
C 2.681 3.959 -11.968 0.003 -0.013 0.009 -0.295
C 1.379 4.280 -12.331 -0.007 -0.005 0.031 -0.422
C 0.315 3.878 -11.531 0.043 -0.005 0.010 -0.347
C 0.555 3.149 -10.372 0.010 0.036 -0.054 -0.503
C 1.856 2.820 -10.013 0.114 -0.032 0.033 -0.142
H 3.936 2.974 -10.529 -0.049 0.001 -0.006 0.368
H 3.511 4.279 -12.588 -0.041 -0.019 0.018 0.356
H 1.192 4.846 -13.237 0.009 -0.014 0.039 0.343
H -0.700 4.132 -11.812 0.041 -0.013 0.008 0.354
H -0.274 2.837 -9.747 0.058 -0.006 -0.015 0.393
H 2.041 2.247 -9.111 -0.066 0.066 -0.090 0.523
C 4.427 4.486 -2.040 0.006 0.025 0.013 -0.547
C 5.262 5.443 -1.478 -0.013 0.012 -0.028 -0.451
C 5.411 6.683 -2.089 -0.040 -0.022 -0.019 -0.380
C 4.716 6.968 -3.259 0.004 -0.012 0.017 -0.438
C 3.878 6.011 -3.819 0.012 -0.020 0.038 -0.285
C 3.737 4.769 -3.213 0.011 0.001 0.027 -0.097
H 4.314 3.518 -1.565 0.005 0.032 -0.042 0.582
H 5.798 5.223 -0.562 -0.018 0.001 -0.050 0.362
H 6.067 7.427 -1.653 -0.032 -0.027 -0.014 0.346
H 4.828 7.936 -3.733 -0.002 -0.043 0.016 0.351
H 3.335 6.234 -4.731 0.032 -0.011 0.031 0.345
H 3.088 4.022 -3.653 0.040 0.017 0.043 0.218

---

(6)
14
Properties=species:S:1:pos:R:3:forces:R:3:mulliken_charge:R:1 method="wB97M-V/def2-TZVPD" molar_mass_g_mol=117.17 orbital_gap_ev="7.7957 / 8.0359" total_charge=0 de_lowest_kj_mol=460.7
C -0.401 -0.927 1.573 0.170 -1.114 0.364 0.071
C 0.402 1.370 0.353 -0.594 -0.836 5.680 -1.056
C 0.143 -1.554 -1.426 -0.341 0.370 2.248 -0.720
C -1.338 -0.314 0.689 1.661 1.852 1.827 0.478
N 0.330 -1.503 2.275 -0.696 0.764 -0.668 -0.419
O -2.487 0.250 1.244 0.869 -0.383 1.126 -0.544
S -1.494 -0.701 -0.962 -0.213 -1.262 -2.617 -0.093
H 0.847 1.346 1.457 -0.692 0.140 -2.876 0.268
H 0.874 0.936 -0.435 1.463 -1.047 -1.874 0.517
H -0.310 2.104 0.179 -1.069 1.295 -0.385 0.337
H 0.801 -1.051 -0.685 0.042 -0.895 -0.589 0.164
H 0.562 -1.423 -2.414 -0.685 0.705 -0.359 0.341
H 0.068 -2.641 -1.260 -0.048 0.592 0.286 0.299
H -2.426 0.280 2.256 0.133 -0.181 -2.163 0.356

---

(7)
19
Properties=species:S:1:pos:R:3:forces:R:3:mulliken_charge:R:1 method="wB97M-V/def2-TZVPD" molar_mass_g_mol=120.22 orbital_gap_ev=9.7894 total_charge=0 de_lowest_kj_mol=39.7 smiles=NCNCCCS
C 0.449 -0.997 -0.732 0.743 0.647 -1.419 -0.749
N 1.210 -0.654 0.471 -0.436 -0.424 -0.323 -0.419
C 2.134 0.438 0.238 -0.466 0.876 -0.172 -0.382
N 3.043 0.550 1.357 0.696 0.149 -0.027 -0.624
C -0.312 0.181 -1.339 -1.140 0.025 0.253 -0.605
C -1.325 0.802 -0.355 0.389 0.530 -1.055 -0.682
S -2.626 -0.283 0.249 -0.036 -0.238 0.335 -0.212
H -0.265 -1.806 -0.612 0.016 -0.071 0.645 0.463
H 1.147 -1.344 -1.521 -0.112 -0.010 0.071 0.355
H 1.780 -1.466 0.674 -0.006 0.002 0.435 0.259
H 2.693 0.347 -0.710 0.144 -0.314 0.154 0.370
H 1.547 1.364 0.091 0.081 -0.291 0.175 0.207
H 2.810 1.294 2.002 -0.295 -0.169 -0.042 0.238
H 3.978 0.760 1.032 -0.040 -0.127 0.020 0.235
H -0.857 -0.151 -2.229 -0.016 -0.309 0.154 0.379
H 0.270 1.014 -1.727 0.613 -0.094 0.218 0.367
H -1.812 1.637 -0.862 -0.026 0.013 0.075 0.407
H -0.770 1.248 0.459 -0.127 -0.189 0.547 0.279
H -3.474 -0.080 -0.766 0.017 -0.007 -0.045 0.115

---

Number 1: DFT total energy -10481.02775 eV. Number 2: DFT total energy -28301.10299 eV. Number 3: DFT total energy -8097.98854 eV. Number 4: DFT total energy -78938.28155 eV. Number 5: DFT total energy -76888.65987 eV. Number 6: DFT total energy -18629.77526 eV. Number 7: DFT total energy -18157.60670 eV.